The following is a quantum chemistry calculation of C25H31O14P as an isolated structure, from the Open Molecules 2025 dataset.

Output
LUMO	0.49	eV
orbital gap	0.3712	Ha
spin multiplicity	1

Atoms and positions in Å:
C: 5.761 2.146 1.357
C: 5.112 1.216 0.984
O: 4.354 0.206 0.602
P: 2.913 0.286 1.440
O: 3.068 -0.391 2.714
O: 2.611 1.810 1.626
O: 1.723 -0.310 0.488
O: 0.887 -1.100 1.328
C: -0.403 -0.589 1.329
O: -1.247 -1.248 1.849
C: -0.644 0.748 0.688
C: -0.724 1.859 1.504
C: -0.935 3.083 0.906
C: -1.084 3.201 -0.462
C: -1.027 2.068 -1.242
C: -0.798 0.836 -0.676
H: 6.090 3.062 1.770
H: 2.172 2.177 0.836
H: -0.606 1.745 2.570
H: -0.963 3.955 1.543
H: -1.249 4.182 -0.878
H: -1.172 2.170 -2.308
H: -0.770 -0.036 -1.311
O: 1.885 4.136 -0.410
C: 2.360 3.745 -1.435
O: 2.548 2.423 -1.681
C: 3.233 2.242 -2.936
C: 2.963 3.521 -3.717
C: 2.867 4.563 -2.602
H: 4.295 2.093 -2.731
H: 2.843 1.356 -3.431
H: 3.726 3.736 -4.462
H: 2.003 3.445 -4.230
H: 3.842 4.975 -2.341
H: 2.173 5.365 -2.839
O: -3.101 0.943 -3.925
C: -3.715 0.089 -3.350
O: -3.150 -0.725 -2.435
C: -4.101 -1.717 -1.989
C: -5.464 -1.116 -2.286
C: -5.175 -0.279 -3.533
H: -3.924 -2.642 -2.542
H: -3.949 -1.905 -0.934
H: -6.239 -1.860 -2.420
H: -5.766 -0.458 -1.468
H: -5.275 -0.861 -4.450
H: -5.791 0.614 -3.588
O: -6.446 -3.176 -0.512
C: -6.379 -2.638 0.556
O: -5.243 -2.075 1.024
C: -5.433 -1.605 2.371
C: -6.937 -1.420 2.513
C: -7.480 -2.510 1.590
H: -5.038 -2.357 3.057
H: -4.878 -0.681 2.508
H: -7.283 -1.495 3.542
H: -7.228 -0.439 2.132
H: -7.589 -3.466 2.104
H: -8.418 -2.229 1.120
O: 8.157 -1.517 1.461
C: 7.412 -2.377 1.824
O: 7.835 -3.479 2.495
C: 6.735 -4.380 2.704
C: 5.487 -3.516 2.604
C: 5.914 -2.452 1.595
H: 6.769 -5.153 1.932
H: 6.843 -4.852 3.678
H: 4.600 -4.075 2.311
H: 5.283 -3.045 3.566
H: 5.727 -2.764 0.566
H: 5.442 -1.500 1.794

Here are the Löwdin charges for atoms 1 to 4, given in e: number 1, C, carries 0.143; number 2, C, carries -0.290; number 3, O, carries -0.093; number 4, P, carries 0.467